No. 1
C8H7IN3OP | ωB97M-V/def2-TZVPD

- DFT total energy (eV) = -32313.89538

The geometry in XYZ format:
```
21
C8H7IN3OP ωB97M-V/def2-TZVPD
I 3.69 0.97 3.35
P -1.15 1.30 0.28
O -1.49 2.21 1.34
N 0.82 -0.66 -0.08
N 0.19 -1.27 -1.13
N 2.63 -1.02 1.39
C 1.19 0.92 1.60
C 2.35 0.16 1.88
C -3.49 1.34 -0.99
C -2.19 0.65 -0.89
C 0.39 0.46 0.60
C 1.11 -2.18 -1.52
C 2.16 -2.33 -0.65
C 1.98 -1.38 0.31
H 2.97 -3.02 -0.65
H -1.84 0.16 -1.83
H 0.87 1.73 2.13
H -3.37 2.19 -0.11
H 1.15 -2.68 -2.44
H -3.68 1.70 -1.94
H -4.28 0.74 -0.66
```

Results of the Löwdin charge analysis, in e, for atoms 1 through 5: 0.806 0.802 -0.317 -0.041 0.095

---

No. 2
C8H7N4O2S | ωB97M-V/def2-TZVPD

- total charge = -1
- DFT total energy (eV) = -29298.18942
- energy above the lowest of the compared OMol25 structures with the same formula, charge and spin (eV) = 0.9571

The geometry in XYZ format:
```
22
C8H7N4O2S ωB97M-V/def2-TZVPD
S 2.51 -1.88 0.00
O 2.16 -2.10 -1.41
O 2.08 -2.99 0.87
N 1.42 1.81 0.47
N 2.14 2.89 0.07
N 1.67 -0.52 0.57
N 3.32 1.01 -0.26
C -2.78 -1.37 0.85
C -2.74 0.20 -0.98
C -1.40 -1.26 0.98
C -3.44 -0.64 -0.12
C -0.75 -0.41 0.12
C 3.26 2.35 -0.34
C 2.13 0.67 0.24
C -1.36 0.31 -0.86
H -0.80 0.95 -1.53
H -4.52 -0.73 -0.22
H 0.46 1.88 0.77
H -3.27 0.76 -1.73
H -3.33 -2.03 1.51
H 4.08 2.93 -0.72
H -0.85 -1.82 1.72
```

Results of the Löwdin charge analysis, in e, for atoms 1 through 5: 0.682 -0.461 -0.484 0.027 -0.006

---

No. 3
C8H7N5O5S | ωB97M-V/def2-TZVPD

- DFT total energy (eV) = -36925.92360
- energy above the lowest of the compared OMol25 structures with the same formula, charge and spin (eV) = 0.4013

The geometry in XYZ format:
```
26
C8H7N5O5S ωB97M-V/def2-TZVPD
S 1.13 0.92 3.53
O -2.76 1.21 -4.60
O -0.01 0.44 4.29
O 1.99 1.72 4.35
O -0.81 0.48 -1.73
O -1.88 2.61 -3.17
N 2.06 -0.33 2.95
N -2.08 1.46 -3.63
N 1.64 -2.25 2.20
N 0.67 1.81 2.20
N 0.25 2.02 0.30
C 0.53 1.07 1.19
C 0.29 -1.16 -0.11
C -1.54 -0.92 -3.28
C -0.84 -1.66 -2.29
C -0.46 -0.80 -1.32
C -1.50 0.38 -2.91
C 1.41 -1.02 2.04
C 0.67 -0.39 0.99
H -0.72 -2.75 -2.23
H -2.00 -1.33 -4.18
H 0.57 -2.21 -0.20
H 2.42 -0.90 3.70
H -0.22 1.71 -0.54
H 1.19 -2.94 1.60
H 0.00 2.84 0.85
```

Results of the Löwdin charge analysis, in e, for atoms 1 through 5: 0.623 0.117 -0.290 -0.302 0.069

---

No. 4
C8H7NO | ωB97M-V/def2-TZVPD

- DFT total energy (eV) = -11940.45744
- energy above the lowest of the compared OMol25 structures with the same formula, charge and spin (eV) = 5.7223

The geometry in XYZ format:
```
17
C8H7NO ωB97M-V/def2-TZVPD
O 2.89 -2.60 -0.80
N 1.91 -0.82 0.27
C -0.03 1.64 -0.57
C -2.84 -0.65 0.41
C -3.83 -1.32 0.20
C 1.21 1.49 -0.06
C 1.79 0.39 0.65
C 1.94 -2.02 -0.02
C -1.69 0.14 0.55
C -1.19 0.75 -0.54
H 2.27 0.72 1.59
H 3.79 -2.27 -0.85
H -1.33 0.43 1.59
H 1.93 2.40 -0.04
H -0.37 2.60 -1.01
H -4.65 -1.88 0.06
H -1.81 1.02 -1.44
```

Results of the Löwdin charge analysis, in e, for atoms 1 through 5: -0.007 0.065 -0.116 -0.150 0.150

---

No. 5
C8H7NO2 | ωB97M-V/def2-TZVPD

- DFT total energy (eV) = -13990.50535
- energy above the lowest of the compared OMol25 structures with the same formula, charge and spin (eV) = 4.3529

The geometry in XYZ format:
```
18
C8H7NO2 ωB97M-V/def2-TZVPD
O -0.56 3.46 -0.38
O 1.85 -3.13 1.52
N 1.37 -0.79 1.29
C 0.38 -2.13 -0.16
C 0.32 1.49 0.63
C -1.04 -0.16 -1.15
C -0.55 2.04 -0.21
C -0.01 -0.73 -0.42
C 1.29 -2.12 1.05
C -1.29 1.15 -1.08
C 0.54 0.12 0.47
H -1.85 1.68 -1.83
H 0.92 -2.63 -1.01
H -1.41 -0.75 -1.99
H -0.47 -2.91 0.07
H -1.80 3.64 -0.58
H 1.08 2.11 1.12
H 1.22 -0.35 2.65
```

Results of the Löwdin charge analysis, in e, for atoms 1 through 5: -0.070 0.033 0.107 -0.050 0.010

---

No. 6
C8H7NO2 | ωB97M-V/def2-TZVPD

- DFT total energy (eV) = -13992.43652
- energy above the lowest of the compared OMol25 structures with the same formula, charge and spin (eV) = 2.4217
- SMILES = C=C(C#N)[C@@H](O)c1ccco1

The geometry in XYZ format:
```
18
C8H7NO2 ωB97M-V/def2-TZVPD
O 0.96 -0.06 2.11
O -1.09 1.22 0.33
N 2.37 2.35 -0.28
C 0.65 -0.52 0.80
C -1.76 -0.83 -0.13
C -2.37 1.34 -0.18
C 1.71 -0.21 -0.25
C 2.35 -1.14 -1.00
C -2.82 0.08 -0.43
C -0.73 -0.10 0.34
C 2.07 1.22 -0.31
H -3.83 -0.15 -0.83
H 2.15 -2.20 -0.98
H -2.69 2.37 -0.27
H 1.15 0.87 2.09
H -1.75 -1.91 -0.27
H 0.55 -1.60 0.95
H 3.07 -0.74 -1.69
```

Results of the Löwdin charge analysis, in e, for atoms 1 through 5: 0.017 0.020 0.166 -0.281 -0.026

---

No. 7
C8H7NO2P | ωB97M-V/def2-TZVPD

- total charge = -1
- DFT total energy (eV) = -23281.70655

The geometry in XYZ format:
```
19
C8H7NO2P ωB97M-V/def2-TZVPD
P -4.05 -0.01 -0.17
O -4.07 -0.35 -1.64
O -5.37 0.33 0.41
N -1.70 -1.21 1.07
C -0.83 1.92 0.56
C 1.12 -1.72 -0.55
C 0.82 -0.58 -1.52
C -0.41 -0.57 1.06
C 0.09 0.47 -1.10
C 0.51 -1.61 0.59
C -2.85 -1.08 0.72
C -0.39 0.70 0.29
H 1.55 -2.67 -0.82
H -1.02 2.25 1.61
H -1.05 2.80 -0.19
H -0.20 -0.37 2.13
H 0.58 -2.44 1.34
H 1.42 -0.54 -2.48
H -0.13 1.23 -1.89
```

Results of the Löwdin charge analysis, in e, for atoms 1 through 5: 0.380 -0.470 -0.464 -0.014 0.033

---

No. 8
C8H7NO3 | ωB97M-V/def2-TZVPD

- total charge = -2
- DFT total energy (eV) = -16037.13026
- energy above the lowest of the compared OMol25 structures with the same formula, charge and spin (eV) = 0.9342

The geometry in XYZ format:
```
19
C8H7NO3 ωB97M-V/def2-TZVPD
O 1.98 -2.64 -0.53
O 1.69 2.31 -0.09
O 3.48 1.13 0.57
N 2.42 -1.42 -0.94
C -0.49 0.87 -0.80
C 1.34 0.00 0.58
C -0.06 0.09 0.29
C -0.99 -0.69 1.03
C -2.35 -0.61 0.74
C -2.74 0.20 -0.30
C -1.80 0.95 -1.08
C 2.24 1.22 0.29
H 0.26 1.24 -1.51
H -3.07 -1.13 1.25
H -2.11 1.34 -1.96
H -0.73 -1.23 1.94
H 1.63 -0.77 1.28
H -3.76 0.29 -0.55
H 3.06 -1.16 -0.20
```

Results of the Löwdin charge analysis, in e, for atoms 1 through 5: -0.416 -0.147 -0.158 -0.093 -0.067